Record 1
89
Properties=species:S:1:pos:R:3:forces:R:3 method="wB97M-V/def2-TZVPD" e_lumo_ha=-0.0568 multiplicity=1 orbital_gap_ev=7.4 fmax_ev_per_a=8.8 smiles="[H]/N=C/CN1C(=O)c2cc(CCOC=O)c(NCC)c(CC=O)c2C1=O.CCOS(C)(=O)=O.CCOS(C)(=O)=O.CCOS(C)(=O)=O"
C -0.599 -2.009 -1.545 0.10 -0.14 1.01
C 0.698 -2.945 -1.112 -1.18 0.44 0.86
N 1.702 -3.158 -2.231 2.53 -0.03 2.12
C 3.047 -2.669 -1.685 3.51 0.94 1.04
C 3.827 -3.463 -0.437 1.26 3.44 -1.85
C 3.194 -4.842 0.226 0.33 0.32 -0.67
C 2.256 -4.572 1.550 0.10 -0.22 -0.35
O 2.732 -5.536 2.594 -2.13 1.40 1.86
C 1.866 -5.480 3.782 -4.91 -3.77 -1.35
O 0.775 -6.256 3.821 7.16 5.13 -0.04
C 5.254 -2.788 0.084 -1.40 1.60 -2.61
C 5.895 -1.449 -0.610 -2.70 -0.26 -1.76
C 5.171 -0.681 -1.865 -2.00 -3.54 2.00
C 3.741 -1.307 -2.364 1.04 -0.72 1.56
C 2.922 -0.621 -3.625 0.37 -1.25 0.64
C 3.357 -1.520 -4.968 -4.19 -0.97 -3.24
O 2.476 -1.889 -5.913 5.69 2.31 5.97
C 6.070 0.591 -2.378 -0.37 1.12 -1.53
O 5.873 1.513 -3.326 1.51 -6.05 6.08
N 7.311 0.434 -1.474 0.15 -1.12 -0.68
C 8.649 0.554 -2.184 0.92 1.86 -0.24
C 9.470 1.894 -1.623 -0.89 1.44 3.14
N 9.052 2.560 -0.490 2.41 -2.15 -4.93
C 7.255 -0.584 -0.315 0.88 -1.21 3.02
O 8.069 -0.734 0.733 -4.75 1.28 -7.19
H -1.536 -2.474 -0.978 1.85 1.11 -1.47
H -0.463 -0.917 -1.090 -0.30 -2.38 -1.27
H -0.763 -1.972 -2.710 0.33 -0.16 2.44
H 1.232 -2.383 -0.216 -1.20 -1.41 -1.72
H 0.328 -4.008 -0.757 0.62 2.21 -0.56
H 1.810 -4.204 -2.347 -0.06 1.65 0.01
H 4.105 -5.560 0.441 -1.95 1.53 -0.07
H 2.507 -5.418 -0.555 1.61 1.44 1.44
H 2.362 -3.463 1.943 -0.37 -2.26 -0.84
H 1.145 -4.882 1.306 2.21 0.97 0.51
H 2.159 -4.724 4.633 -0.41 -1.50 -1.71
H 5.850 -3.300 0.953 -1.30 1.13 -1.89
H 1.763 -0.723 -3.402 2.55 0.14 -0.76
H 3.230 0.504 -3.717 -0.42 -2.23 -0.01
H 4.507 -1.839 -4.988 -2.40 0.58 -0.17
H 8.458 0.774 -3.336 0.25 -0.56 2.50
H 9.322 -0.422 -2.098 -1.55 2.12 0.06
H 10.443 2.246 -2.213 -2.14 -0.95 1.09
H 9.715 3.372 -0.326 -0.83 -1.19 -0.38
O -2.724 0.386 -0.947 -0.24 1.14 0.13
S -3.332 1.673 -1.214 -0.66 -0.04 -0.03
O -2.643 2.916 -0.952 -0.17 -1.02 0.02
O -4.797 1.722 -0.500 0.82 -0.04 -1.23
C -4.877 1.498 0.899 0.05 0.07 1.24
C -4.360 2.690 1.688 0.32 0.18 -0.02
C -3.891 1.698 -2.899 -0.17 0.00 0.04
H -4.345 0.582 1.175 0.04 0.05 -0.18
H -5.933 1.345 1.145 0.09 -0.01 -0.44
H -3.289 2.840 1.520 -0.16 -0.04 0.04
H -4.512 2.545 2.761 -0.10 -0.05 -0.13
H -4.867 3.609 1.376 -0.01 -0.18 0.07
H -4.445 0.781 -3.108 0.06 0.14 0.11
H -3.010 1.759 -3.541 -0.03 -0.02 0.25
H -4.520 2.578 -3.050 0.05 -0.13 0.09
O -8.396 3.040 -0.497 0.15 0.31 -1.16
S -8.703 3.432 -1.857 -0.24 0.41 0.10
O -7.882 3.030 -2.976 -0.28 0.15 0.98
O -8.905 5.050 -1.905 -0.63 -1.35 -0.11
C -7.845 5.879 -1.454 1.14 0.62 0.15
C -6.695 5.908 -2.449 0.19 -0.24 -0.16
C -10.381 2.975 -2.213 -0.08 0.17 -0.01
H -7.501 5.563 -0.464 -0.12 -0.12 -0.08
H -8.246 6.892 -1.350 -0.29 -0.31 -0.03
H -6.223 4.925 -2.535 -0.06 0.16 0.06
H -5.927 6.621 -2.137 -0.16 -0.01 0.02
H -7.055 6.183 -3.446 0.03 0.04 0.18
H -11.025 3.300 -1.394 0.16 0.00 -0.10
H -10.417 1.887 -2.309 0.18 0.17 0.05
H -10.681 3.439 -3.155 0.11 -0.04 0.14
O 1.071 -1.472 3.368 0.34 -0.16 1.07
S 1.620 -1.034 4.635 -0.27 0.78 0.16
O 2.216 -1.957 5.574 -0.50 0.16 -0.84
O 0.498 -0.142 5.414 1.37 -0.09 -0.74
C -0.768 -0.725 5.680 -1.02 -0.76 0.44
C -0.687 -1.753 6.797 0.21 -0.27 0.05
C 2.785 0.270 4.328 -0.11 0.12 0.07
H -1.190 -1.166 4.770 0.18 0.06 -0.02
H -1.440 0.081 5.991 0.37 0.13 -0.20
H -0.074 -2.610 6.503 -0.13 0.12 0.03
H -1.682 -2.128 7.057 0.06 0.15 -0.06
H -0.225 -1.317 7.689 -0.14 -0.01 -0.13
H 2.340 0.997 3.647 -0.01 -0.15 0.11
H 3.672 -0.177 3.874 -0.21 -0.08 0.07
H 3.052 0.736 5.278 -0.09 -0.12 -0.11


Record 2
70
Properties=species:S:1:pos:R:3:forces:R:3 method="wB97M-V/def2-TZVPD" e_lumo_ha="-0.2766 / -0.3160" charge=+2 multiplicity=3 orbital_gap_ev="5.6 / 4.5" e_above_lowest_ev=8.818 fmax_ev_per_a=13.9
C 4.757 -0.521 1.464 0.95 1.27 -1.47
C 3.937 -0.073 0.379 1.86 0.29 0.27
C 3.722 1.353 0.570 0.70 -0.11 0.16
H 3.714 -0.631 -0.528 0.28 0.12 0.28
C 4.417 1.757 1.732 0.18 0.17 -0.77
C 5.089 0.614 2.282 0.26 -0.63 -0.57
H 5.889 0.640 3.022 -0.31 0.05 -0.25
H 5.283 -1.470 1.494 -0.37 0.22 0.08
H 3.323 2.026 -0.184 0.12 -0.20 0.28
H 4.537 2.781 2.078 -0.20 -0.27 0.02
Mo 2.122 0.056 1.686 -1.93 -0.50 2.25
Si -1.784 -2.825 0.480 2.63 0.56 -3.34
C -2.746 -2.745 -1.098 -0.10 0.41 -0.19
C -4.126 -2.495 -1.078 0.06 -0.01 -0.26
H -4.620 -2.281 -0.127 0.01 -0.08 -0.34
C -4.861 -2.525 -2.267 0.00 -0.02 0.00
H -5.933 -2.321 -2.249 0.30 -0.10 0.00
C -4.227 -2.814 -3.481 0.13 0.07 0.36
H -4.800 -2.838 -4.409 0.15 -0.02 0.30
C -2.850 -3.052 -3.503 0.13 0.10 0.06
H -2.345 -3.249 -4.450 -0.18 0.00 0.28
C -2.110 -3.008 -2.321 -0.26 0.07 -0.09
H -1.030 -3.184 -2.346 -0.33 -0.01 -0.07
C -0.568 -1.253 0.708 0.26 0.46 1.33
C 0.767 -1.122 0.155 -0.41 -0.60 0.63
H 1.187 -1.968 -0.397 -0.07 0.35 0.02
C 1.267 0.210 -0.282 2.84 -0.99 -0.37
H 1.866 0.303 -1.181 -0.33 0.20 0.20
C 1.078 1.421 0.652 2.23 1.07 2.68
H 1.420 2.433 0.505 -0.29 -0.02 -0.39
C 0.128 0.958 1.766 2.37 0.35 0.91
H -0.104 1.716 2.510 -0.11 -0.11 -0.32
C -0.925 -0.037 1.399 -0.93 -1.20 0.09
H -1.914 0.082 1.844 0.42 0.01 -0.03
H -0.791 -3.895 0.225 0.38 0.16 0.16
Si -0.391 0.905 -0.089 -10.70 4.15 -7.91
C -1.266 2.671 -0.055 0.76 -1.42 0.75
C -0.820 3.626 -0.961 -0.39 0.63 -0.04
H -0.035 3.385 -1.684 -0.25 0.07 0.07
C -1.400 4.901 -0.965 0.02 -0.17 0.17
H -1.062 5.648 -1.683 -0.12 -0.16 0.21
C -2.411 5.209 -0.044 0.11 -0.26 -0.01
H -2.864 6.202 -0.046 0.13 -0.33 0.00
C -2.833 4.246 0.878 0.08 -0.09 -0.01
H -3.614 4.481 1.603 0.20 0.00 -0.24
C -2.250 2.970 0.883 -0.21 0.79 -0.19
H -2.584 2.228 1.612 0.02 0.24 -0.18
C -1.143 0.589 -1.852 1.14 -1.04 0.82
C -0.352 0.256 -2.953 -0.50 0.02 -0.44
H 0.729 0.129 -2.861 -0.27 0.02 -0.12
C -0.942 0.096 -4.214 -0.02 0.04 -0.05
H -0.320 -0.155 -5.075 -0.19 0.11 0.22
C -2.322 0.247 -4.369 0.17 -0.04 0.25
H -2.785 0.120 -5.350 0.18 0.06 0.29
C -3.118 0.529 -3.254 0.19 -0.11 0.07
H -4.201 0.608 -3.357 0.31 0.00 0.02
C -2.527 0.687 -2.001 -0.27 0.12 -0.26
H -3.164 0.904 -1.139 0.18 0.02 -0.23
H -2.579 -3.322 1.444 -1.75 -0.30 2.86
Cl 0.706 -0.707 3.722 0.02 -0.85 0.00
N 2.647 -2.013 2.050 0.58 -2.28 0.86
N 3.638 -2.191 3.088 -1.10 -0.92 0.51
C 3.720 -1.262 4.077 0.27 -0.44 0.93
N 4.276 -1.648 5.231 -0.42 0.08 -0.65
S 3.277 0.386 3.885 0.60 -0.06 0.33
H 1.762 -2.441 2.373 0.25 0.24 0.04
H 2.945 -2.542 1.224 0.28 0.17 0.33
H 3.683 -3.167 3.406 0.18 0.47 -0.17
H 4.327 -0.995 6.004 0.07 -0.06 -0.15
H 4.504 -2.618 5.421 -0.02 0.24 0.01


Record 3
40
Properties=species:S:1:pos:R:3:forces:R:3 method="wB97M-V/def2-TZVPD" e_lumo_ha=-0.0248 multiplicity=1 orbital_gap_ev=6.5 e_above_lowest_ev=1.283 fmax_ev_per_a=2.5
C 2.325 -1.999 -2.014 0.06 -0.30 -0.58
C 2.446 -0.597 -2.161 -0.35 -0.19 0.10
C 1.908 0.260 -1.160 0.95 -1.63 -0.83
C 1.312 -0.393 -0.080 -1.90 0.63 1.49
C 1.097 -1.783 0.016 0.87 -0.39 -0.83
C 1.662 -2.641 -0.946 0.13 0.91 -0.08
C 2.045 1.775 -1.275 -0.47 0.29 -0.04
C 0.707 2.583 -1.313 -0.54 -0.11 -0.18
N -0.464 2.047 -0.578 0.17 -0.14 0.41
Sr 0.648 1.509 1.722 1.01 1.52 -0.42
C 0.273 -2.337 1.151 0.47 1.36 0.45
P -0.921 -1.037 1.758 0.43 -1.93 -0.74
H 2.922 -0.192 -3.084 -0.34 -0.35 0.79
H 1.603 -3.748 -0.876 0.00 0.90 -0.20
H 2.706 -2.648 -2.817 0.00 0.42 0.35
H 0.816 -2.574 2.048 0.79 -0.13 0.38
H -0.373 -3.179 0.969 0.02 -0.44 -0.61
H 2.787 2.196 -0.588 -0.46 -0.16 0.57
H 2.477 2.066 -2.225 0.29 -0.42 -0.41
H 0.815 3.622 -0.990 0.49 -0.19 -0.03
C -1.738 -2.047 2.998 0.06 0.73 1.22
C -2.145 -1.653 0.388 -0.10 0.45 -0.12
H 0.395 2.609 -2.363 0.10 0.19 -0.11
C -1.248 1.137 -1.421 0.25 0.01 0.19
C -1.273 3.117 0.017 0.12 -0.21 0.04
H 0.476 -0.320 2.774 -1.32 -1.47 -0.06
H -1.674 1.669 -2.284 0.07 -0.03 -0.03
H -0.625 0.294 -1.752 -0.08 0.44 0.00
H -2.060 0.701 -0.852 -0.22 0.07 0.18
H -1.823 3.675 -0.753 0.05 0.24 0.24
H -2.004 2.709 0.734 -0.04 -0.13 -0.34
H -0.621 3.777 0.614 -0.17 0.05 -0.47
H -2.274 -2.721 0.661 -0.14 0.75 -0.36
H -3.121 -1.166 0.379 -0.06 0.04 0.20
H -1.771 -1.622 -0.649 0.19 0.12 0.55
H -2.010 -3.007 2.570 -0.05 0.06 0.28
H -1.027 -2.152 3.815 -0.08 -0.31 0.22
H -2.598 -1.486 3.388 0.01 -0.49 -0.13
H -1.527 0.209 2.174 0.12 0.17 -0.99
F 1.878 3.348 2.006 -0.32 -0.32 -0.10


Record 4
64
Properties=species:S:1:pos:R:3:forces:R:3 method="wB97M-V/def2-TZVPD" e_lumo_ha=-0.1275 charge=+1 multiplicity=1 orbital_gap_ev=8.9 e_above_lowest_ev=2.860 fmax_ev_per_a=6.6
N 1.511 -0.732 0.697 0.46 0.70 -0.81
C 1.500 0.756 0.470 0.13 -0.49 -1.28
C 0.029 1.177 0.045 -2.51 -1.57 0.52
N -1.008 0.226 0.334 -0.55 5.78 -3.16
C -2.171 0.920 -0.229 2.46 0.58 0.25
N -3.392 0.375 -0.211 -0.31 0.18 -0.05
C -4.626 0.961 -0.784 -1.01 -0.60 -0.35
C -5.319 2.066 0.132 -0.70 2.81 1.79
O -4.726 2.960 0.758 -1.06 -3.20 -2.29
O -6.743 2.083 0.220 2.95 -1.53 -1.12
N -1.844 2.207 -0.780 -0.90 -3.36 1.34
N -0.488 2.342 -0.596 2.17 -2.37 1.35
H 2.526 -0.970 0.681 -1.07 0.00 0.42
H 1.130 -1.225 -0.140 0.41 0.66 0.81
H 2.204 0.999 -0.410 -1.06 0.26 1.24
H 1.885 1.239 1.420 -0.90 -0.16 -1.39
H -3.469 -0.572 0.202 0.22 0.92 -0.29
H -4.413 1.344 -1.847 -0.45 -0.29 1.61
H -5.383 0.100 -0.887 1.32 1.24 0.01
H -7.108 1.284 -0.239 0.00 0.85 0.48
H -2.478 2.883 -1.234 0.85 -0.41 0.53
H 0.073 3.157 -0.875 -0.70 -0.52 0.00
O 2.147 3.274 2.039 -0.04 0.21 -0.28
H 2.423 4.085 2.495 0.05 0.13 0.16
H 1.311 3.512 1.624 -0.02 -0.01 0.39
O -1.087 2.709 2.459 -0.08 0.19 -0.32
H -0.947 2.473 1.534 -0.16 0.11 0.51
H -1.866 3.281 2.441 0.03 -0.06 0.13
O 2.944 5.889 3.334 -0.15 0.07 -0.29
H 2.283 6.481 3.714 0.07 -0.14 0.08
H 3.375 6.423 2.655 0.07 -0.07 0.12
O -9.457 0.639 0.507 0.11 0.23 0.10
H -10.417 0.685 0.423 0.12 -0.09 -0.08
H -9.250 1.299 1.180 -0.05 -0.09 -0.04
O 3.938 -2.381 1.759 0.16 -0.06 -0.12
H 4.087 -2.062 2.661 0.00 0.04 0.00
H 4.120 -3.327 1.813 -0.06 0.11 -0.03
O 1.414 -1.578 -2.189 -0.36 0.13 -0.56
H 1.920 -0.945 -2.713 0.09 -0.09 0.16
H 1.652 -2.436 -2.566 0.09 -0.02 0.23
O 4.079 -2.325 -1.351 0.39 0.15 -0.01
H 4.961 -2.079 -1.664 -0.09 0.06 -0.05
H 4.041 -1.968 -0.453 0.05 -0.27 0.16
O 0.151 -2.228 -4.936 -0.17 0.18 0.23
H 0.250 -1.833 -4.060 -0.06 -0.08 -0.08
H -0.797 -2.408 -5.006 0.07 -0.16 -0.09
O 4.884 -5.323 -1.668 -0.05 0.12 -0.01
H 4.207 -5.619 -1.048 0.08 -0.01 -0.12
H 4.897 -4.364 -1.558 -0.13 -0.06 0.18
O 2.909 -1.733 4.403 -0.27 0.07 -0.15
H 2.320 -1.438 3.696 -0.01 -0.07 0.08
H 2.393 -1.608 5.208 0.19 -0.03 -0.03
O -2.675 -1.356 2.515 -0.45 0.24 -0.43
H -3.336 -0.760 2.889 0.13 -0.12 0.18
H -2.240 -0.828 1.833 0.51 -0.10 0.38
O 4.608 -2.650 -4.212 0.01 0.02 0.21
H 4.627 -3.445 -3.662 -0.05 -0.06 -0.21
H 3.887 -2.128 -3.844 0.10 -0.11 -0.07
O -2.430 -4.051 -5.326 0.00 -0.09 -0.13
H -3.314 -4.345 -5.575 0.08 0.10 0.05
H -1.841 -4.621 -5.836 0.01 0.08 0.10
O 4.234 1.487 3.239 -0.09 0.00 -0.09
H 4.511 2.291 3.693 0.00 -0.14 -0.03
H 3.397 1.729 2.822 0.15 0.18 0.15